ORCA calculation (ωB97M-V/def2-TZVPD) on a 3-piece molecular cluster, C5H10O2 overall.

Cartesian coordinates (Å):
C (0.6057, -2.4071, -0.6016)
O (-0.2401, -1.3745, -1.0467)
C (-1.3979, 0.2950, 0.8373)
C (-0.5141, 0.9346, 1.8652)
C (-1.2845, 1.5795, 0.7503)
C (0.9413, 1.5334, -1.0378)
O (0.6716, 1.0504, -2.1130)
H (0.4207, -3.3384, -1.1543)
H (0.3957, -2.5950, 0.4588)
H (1.6702, -2.1554, -0.6935)
H (-1.7912, -0.6346, 0.4654)
H (-0.8656, 1.0203, 2.8962)
H (0.5766, 0.8242, 1.8013)
H (-1.5761, 2.5005, 0.2707)
H (0.8790, 2.6226, -0.8574)
H (1.2864, 0.9213, -0.1866)
H (0.2222, -0.7766, -1.6542)

Calculated values
ΔE to the lowest compared entry with this formula, charge and spin in eV: 5.114
HOMO in eV: -9.379
Molar mass in g mol⁻¹: 102.133